Entry 1:
C48H27BN8O3RhS | the ωB97M-V functional and the def2-TZVPD basis

Output
E_LUMO (spin up / spin down) = 1.0599 / 1.0521 eV
calculated total energy = -3042.99660 a.u.
charge = -1
orbital gap (spin up / spin down) = 4.281 / 4.483 eV
largest force on an atom = 1.70 eV/Å
highest occupied orbital energy (spin up / spin down) = -3.22 / -3.43 eV

Each line ends with the Mulliken charge.
CARTESIAN COORDINATES (ANGSTROEM)
Rh: 1.10347 1.21459 0.26694  0.266
C: -4.25033 4.71609 -0.66016  -0.725
C: -4.39833 4.57189 0.72344  -0.663
C: -3.38433 4.04549 1.49894  -0.201
C: -2.22473 3.62529 0.86374  0.754
C: -1.03833 2.96749 1.33604  -0.321
N: -0.24423 2.67179 0.25654  -0.228
C: -0.82313 3.15649 -0.88646  -0.099
N: -0.27683 3.16029 -2.08776  -0.622
C: 0.81867 2.48809 -2.39506  -0.479
C: 1.58617 2.67639 -3.59626  0.196
C: 1.47117 3.56739 -4.65376  -0.167
C: 2.43687 3.54249 -5.64006  -0.623
C: 3.51887 2.66269 -5.56776  -0.577
C: 3.64197 1.76059 -4.52866  -0.218
C: 2.65677 1.74519 -3.54846  0.266
C: 2.46977 0.97109 -2.34686  -0.486
N: 3.13977 -0.12011 -2.02166  -0.648
C: 3.07347 -0.69811 -0.83496  -0.110
N: 2.58177 -0.10651 0.29744  -0.303
C: 2.81447 -0.91411 1.37874  -0.127
N: 2.62977 -0.55651 2.63704  -0.710
C: 1.92837 0.50089 3.00874  -0.256
N: 0.99337 1.13779 2.23484  0.185
C: 0.31887 2.05609 2.99244  -0.416
N: -0.71713 2.77759 2.59974  -0.576
C: 0.89077 2.07229 4.31184  0.259
C: 0.64877 2.85959 5.42904  -0.289
C: 1.45837 2.69399 6.53564  -0.576
C: 2.50647 1.76859 6.52794  -0.582
C: 2.75417 0.96919 5.42794  -0.253
C: 1.93107 1.10469 4.31664  0.130
C: 3.42877 -2.12871 0.91514  0.527
C: 3.78727 -3.31001 1.54964  -0.163
C: 4.29697 -4.33781 0.78114  -0.665
C: 4.47077 -4.19891 -0.59986  -0.594
C: 4.13367 -3.02501 -1.24506  -0.294
C: 3.60157 -1.98821 -0.48896  0.540
N: 1.39147 1.47929 -1.66486  0.103
C: -2.08343 3.75279 -0.54266  0.448
C: -3.09363 4.32079 -1.30436  -0.168
H: -5.06163 5.14619 -1.23376  0.398
H: -5.32793 4.87099 1.19134  0.396
H: -3.48873 3.93429 2.56764  0.577
H: 0.65047 4.26599 -4.68586  0.541
H: 2.36577 4.22239 -6.47726  0.396
H: 4.27317 2.70289 -6.34076  0.388
H: 4.49397 1.10089 -4.45826  0.516
H: -0.14683 3.58909 5.41194  0.525
H: 1.29207 3.30119 7.41604  0.397
H: 3.14347 1.69369 7.39794  0.395
H: 3.58557 0.27889 5.41054  0.517
H: 3.64957 -3.41511 2.61594  0.501
H: 4.56347 -5.27361 1.25314  0.413
H: 4.87747 -5.02881 -1.16236  0.418
H: 4.25837 -2.90961 -2.31256  0.510
H: -2.96693 4.42909 -2.37246  0.536
O: -2.62153 0.59539 -0.96926  -0.685
B: -1.84333 0.31189 0.13794  1.096
O: -2.58773 0.39889 1.29724  -0.614
C: -3.83543 0.76299 0.90654  0.674
C: -4.96503 0.97999 1.66684  -0.915
C: -6.12703 1.30399 0.98274  -0.576
C: -6.15493 1.40419 -0.40106  -0.498
C: -5.01843 1.19629 -1.16836  -1.007
C: -3.85983 0.87809 -0.49016  0.600
H: -4.93383 0.90079 2.74174  0.528
H: -7.03433 1.47289 1.54344  0.382
H: -7.08233 1.64469 -0.89906  0.401
H: -5.03713 1.26859 -2.24376  0.478
C: -2.30453 -6.47551 -1.48196  -0.623
C: -1.30983 -7.57471 -1.72706  0.578
O: -1.60233 -8.67181 -2.12026  -0.593
S: 0.41427 -7.22861 -1.40166  -0.140
C: 0.44817 -5.48411 -1.02846  -0.697
C: 0.49287 -5.05481 0.29644  -0.826
C: 0.39977 -3.71561 0.58634  0.000
C: 0.24787 -2.77151 -0.45256  0.657
C: 0.29677 -3.22031 -1.79166  -0.239
C: 0.40427 -4.55891 -2.07116  -0.825
C: -0.03933 -1.44641 -0.18306  -0.541
C: -0.40383 -0.26521 0.03494  0.933
H: -2.85803 -6.29421 -2.40376  0.236
H: -1.84363 -5.55231 -1.14626  0.134
H: -3.01513 -6.81761 -0.73086  0.279
H: 0.58037 -5.78221 1.08924  0.438
H: 0.42027 -3.36921 1.60784  0.503
H: 0.22857 -2.49161 -2.58446  0.505
H: 0.43367 -4.90531 -3.09336  0.398

Forces on atoms 1 to 6 (eV/Å):
0.687 1.130 0.110
-0.111 0.109 0.030
-0.094 0.102 -0.071
0.170 -0.059 0.041
-0.473 0.474 -0.925
1.023 -0.178 -0.297


Entry 2:
C26H47FN6O3 | the ωB97M-V functional and the def2-TZVPD basis

Output
E_LUMO = -0.2749 eV
structure (SMILES) = [H]/N=C\Cc1cc(C[C@H](C)F)c2ncc(COCCC)nc2c1CN.COC[C@@H](C)N.COC[C@@H](C)N
calculated total energy = -1672.95467 a.u.
orbital gap = 8.374 eV
largest force on an atom = 0.52 eV/Å
highest occupied orbital energy = -8.65 eV

Each line ends with the Mulliken charge.
CARTESIAN COORDINATES (ANGSTROEM)
C: 3.07288 -3.25511 -2.52976  -0.926
C: 2.79870 -3.01932 -4.01330  -0.211
C: 1.77440 -3.99164 -4.57234  -0.633
O: 0.51944 -3.90532 -3.92515  -0.299
C: -0.23665 -2.75814 -4.24494  -0.827
C: -0.06263 -1.64835 -3.23318  0.579
C: 0.19606 -0.31360 -3.64607  -0.727
N: 0.36818 0.65947 -2.80114  -0.568
C: 0.30321 0.35445 -1.47652  0.181
C: 0.50149 1.37507 -0.51654  -0.052
C: 0.77629 2.78552 -0.95757  -0.657
C: 1.67888 3.59666 -0.02951  0.143
C: 0.94733 4.65708 0.76196  -1.292
F: 2.64544 4.23890 -0.83042  -0.427
C: 0.41190 1.02151 0.79136  0.087
C: 0.15852 -0.29993 1.23723  0.210
C: 0.17273 -0.50897 2.73602  -1.101
C: 1.38940 -1.24862 3.21736  0.104
N: 2.20061 -0.86360 4.10850  -0.701
C: -0.03210 -1.30252 0.33060  0.843
C: -0.30545 -2.73995 0.69577  -0.165
N: -1.45257 -2.97652 1.57879  -0.490
C: 0.03866 -0.97140 -1.05239  -0.432
N: -0.15087 -1.95613 -1.97196  -0.197
H: 3.72900 -4.11553 -2.38706  0.408
H: 3.55940 -2.39460 -2.07221  0.326
H: 2.14620 -3.45574 -1.99317  0.017
H: 2.45720 -1.99020 -4.16016  0.121
H: 3.72648 -3.10329 -4.58277  0.455
H: 2.11685 -5.01599 -4.41363  0.333
H: 1.65485 -3.85563 -5.65345  0.328
H: 0.03000 -2.38802 -5.23942  0.375
H: -1.28309 -3.06832 -4.25337  0.307
H: 0.25507 -0.08339 -4.70574  0.410
H: -0.17164 3.30753 -1.11053  0.305
H: 1.26026 2.75538 -1.93190  0.444
H: 2.24808 2.93174 0.62276  0.509
H: 0.04937 4.23365 1.21101  0.292
H: 0.63903 5.44471 0.07534  0.332
H: 1.57497 5.10639 1.52697  0.406
H: 0.55349 1.78870 1.54240  0.318
H: -0.72386 -1.04519 3.05715  0.287
H: 0.15956 0.46544 3.22365  0.512
H: 1.60852 -2.21280 2.75704  0.329
H: 1.92662 0.04897 4.47837  0.254
H: 0.58453 -3.16463 1.16801  0.096
H: -0.44737 -3.30992 -0.21457  -0.129
H: -2.10799 -2.21047 1.59810  0.271
H: -1.18840 -3.24887 2.51162  0.255
C: -1.82758 -8.46326 -0.57623  -1.560
C: -0.96214 -7.20863 -0.64335  0.435
C: -0.03245 -7.02356 0.56296  -0.700
O: -0.67621 -6.58156 1.74193  -0.289
C: -1.31208 -7.58398 2.50799  -0.734
N: -1.82006 -6.04452 -0.87138  -0.680
H: -2.66847 -8.33358 0.10484  0.289
H: -2.24131 -8.68121 -1.56020  0.391
H: -1.25010 -9.33025 -0.24849  0.357
H: -0.30923 -7.30720 -1.51651  0.367
H: 0.68641 -6.23743 0.31697  0.275
H: 0.53819 -7.94084 0.76537  0.475
H: -0.75593 -8.52602 2.47059  0.326
H: -2.33907 -7.76185 2.17991  0.255
H: -1.34085 -7.23532 3.54008  0.242
H: -1.23709 -5.23140 -1.05081  0.134
H: -2.29499 -5.83011 0.00205  0.388
C: -0.25466 9.26300 0.59919  -1.443
C: -1.40389 8.39598 1.10325  0.320
C: -2.49166 9.17162 1.85518  -0.756
O: -2.13830 9.56940 3.16398  -0.374
C: -1.39192 10.76668 3.25971  -0.636
N: -0.85372 7.28780 1.88907  -0.503
H: 0.43012 9.52738 1.40502  0.312
H: 0.32266 8.72011 -0.14851  0.332
H: -0.62144 10.18475 0.14385  0.356
H: -1.89492 7.95932 0.22756  0.349
H: -3.35604 8.51393 1.97794  0.341
H: -2.82092 10.04279 1.27267  0.429
H: -1.70139 11.48819 2.49733  0.300
H: -0.31753 10.58984 3.16756  0.224
H: -1.58583 11.19210 4.24353  0.257
H: -1.59822 6.63667 2.12120  0.268
H: -0.55040 7.66166 2.78454  0.251

Forces on atoms 1 to 6 (eV/Å):
0.069 -0.109 -0.010
0.060 0.191 0.190
0.229 -0.010 0.014
-0.209 -0.132 -0.076
0.125 -0.099 0.112
0.060 0.098 0.007


Entry 3:
C36H26F9HgN4PS4 | the ωB97M-V functional and the def2-TZVPD basis

Output
E_LUMO = 4.1256 eV
calculated total energy = -4592.87409 a.u.
charge = -2
orbital gap = 5.399 eV
largest force on an atom = 1.30 eV/Å
highest occupied orbital energy = -1.27 eV

Each line ends with the Mulliken charge.
CARTESIAN COORDINATES (ANGSTROEM)
Hg: -0.49531 -0.58643 -0.36079  0.547
C: -1.60599 1.51402 2.97413  -2.066
C: -0.36115 0.95433 2.34412  0.937
N: 0.37359 1.84911 1.56263  0.498
N: -0.15407 3.13781 1.34203  -1.075
C: -0.70594 3.35477 0.09738  0.214
N: -0.28538 4.47584 -0.54564  -0.450
S: -1.92088 2.40977 -0.50306  -0.367
C: 0.18010 -0.24124 2.76853  0.886
C: -0.43495 -0.99821 3.82727  -1.240
C: 0.15208 -2.10582 4.33820  -0.684
C: 1.40509 -2.52609 3.83334  -1.238
C: 1.93019 -1.82709 2.79234  -0.047
N: 1.36541 -0.73781 2.24258  1.359
H: -2.00682 2.33326 2.38675  0.450
H: -2.37021 0.74405 3.03584  0.468
H: -1.39854 1.88589 3.98180  0.217
H: 0.60749 3.80516 1.52090  0.427
H: 0.68817 4.71856 -0.40119  0.280
H: -0.61231 4.57467 -1.49470  0.229
H: -1.38334 -0.66896 4.21815  0.329
H: -0.31920 -2.66895 5.13207  0.388
H: 1.90682 -3.39886 4.22334  0.454
H: 2.84872 -2.15205 2.32311  0.233
S: -2.34511 -2.17813 0.54872  -0.497
C: -2.39841 -3.32552 -0.77095  0.495
C: -3.12425 -4.49001 -0.51824  -0.654
C: -3.25464 -5.49877 -1.45087  -0.492
C: -2.64191 -5.36317 -2.68681  -0.596
C: -1.92735 -4.21470 -2.96117  -0.707
C: -1.78921 -3.18153 -2.03535  0.314
S: -0.86427 -1.81197 -2.59559  -0.528
H: -3.59615 -4.57948 0.45187  0.355
H: -3.83277 -6.38564 -1.21418  0.327
H: -2.72059 -6.14455 -3.43405  0.313
H: -1.45251 -4.08761 -3.92456  0.386
F: 7.42022 -0.95209 4.76953  -0.280
C: 7.15740 0.21855 4.14140  0.766
F: 8.30245 0.51283 3.47835  -0.281
F: 7.07053 1.13600 5.12294  -0.309
C: 5.95569 0.14503 3.25963  0.321
C: 4.89458 1.02689 3.40589  -1.346
C: 3.78192 0.89324 2.59981  -0.410
C: 3.69504 -0.06802 1.59413  -1.011
C: 4.77221 -0.95065 1.48123  0.477
C: 5.88232 -0.85629 2.29825  -1.292
P: 2.06855 -0.16391 0.57931  3.117
C: 2.37377 -1.93582 -0.11629  0.311
C: 3.33565 -2.18905 -1.10470  -0.437
C: 3.35699 -3.36397 -1.82743  -1.566
C: 2.41879 -4.35409 -1.56742  0.467
C: 1.44648 -4.13682 -0.59473  -0.898
C: 1.42214 -2.94124 0.09581  -0.405
C: 2.51465 -5.63418 -2.32611  0.742
F: 2.38807 -5.50586 -3.66302  -0.280
F: 3.73386 -6.23060 -2.16170  -0.297
F: 1.62719 -6.56952 -1.95827  -0.304
C: 2.95464 0.51528 -0.97864  -0.819
C: 2.25452 0.46448 -2.17824  0.101
C: 2.79004 0.91379 -3.36904  -1.044
C: 4.06917 1.45232 -3.38770  0.228
C: 4.79122 1.53124 -2.19958  -0.846
C: 4.24302 1.05769 -1.02494  0.235
C: 4.65531 1.98187 -4.65256  0.825
F: 4.14717 1.43759 -5.77521  -0.296
F: 5.99299 1.79578 -4.74664  -0.295
F: 4.48416 3.32072 -4.80230  -0.282
H: 4.93716 1.80772 4.15053  0.509
H: 2.94660 1.55906 2.76639  0.573
H: 4.73457 -1.75772 0.76582  0.365
H: 6.69129 -1.56704 2.20131  0.404
H: 4.09693 -1.45370 -1.32272  0.618
H: 4.10410 -3.50988 -2.59698  0.409
H: 0.69462 -4.88771 -0.39791  0.475
H: 0.64896 -2.80837 0.84888  0.290
H: 1.25770 0.03332 -2.19811  -0.404
H: 2.21798 0.82919 -4.27975  0.476
H: 5.78481 1.96023 -2.19482  0.434
H: 4.83192 1.13358 -0.12156  0.360
S: 2.43242 2.92717 0.42438  -0.672
C: 1.57867 1.59541 1.04093  -0.189

Forces on atoms 1 to 6 (eV/Å):
0.321 -0.386 0.068
0.032 -0.267 -0.112
-0.540 -0.308 0.502
0.375 0.216 -0.137
0.432 0.392 0.535
-0.697 -0.109 -0.527


Entry 4:
C4H14N4 | the ωB97M-V functional and the def2-TZVPD basis

Output
E_LUMO = 0.8518 eV
structure (SMILES) = NCC(N)CN.C=N
calculated total energy = -379.76800 a.u.
orbital gap = 9.285 eV
largest force on an atom = 2.53 eV/Å
highest occupied orbital energy = -8.43 eV

Each line ends with the natural charge from an NBO analysis.
CARTESIAN COORDINATES (ANGSTROEM)
C: -1.07788 0.36399 -0.42438  -0.256
C: 1.68518 0.36837 -1.66477  -0.038
N: -1.53684 -0.56606 -1.44183  -0.862
N: 1.76429 -0.88310 -1.49868  -0.620
H: -1.72852 -0.08426 -2.30940  0.361
H: 1.33621 -1.43367 -2.24135  0.351
H: -2.38405 -1.03848 -1.13680  0.360
H: 0.88995 -1.62474 0.06446  0.387
H: -0.38361 1.10034 -0.84351  0.173
H: -1.88942 0.96608 0.00077  0.168
H: 2.10938 1.01414 -0.90359  0.162
H: 1.22072 0.87013 -2.51843  0.150
C: 0.42283 0.29010 1.77861  -0.223
N: -0.09916 1.60713 2.11301  -0.836
C: -0.55800 -0.51752 0.93629  -0.030
N: 0.01384 -1.77040 0.59865  -0.848
H: -0.19095 2.17777 1.28003  0.346
H: 0.53153 2.08287 2.74559  0.358
H: -0.61383 -2.29595 -0.00103  0.360
H: 0.57901 -0.25254 2.71494  0.201
H: 1.39254 0.30922 1.25542  0.156
H: -1.48324 -0.68341 1.49600  0.181

Forces on atoms 1 to 6 (eV/Å):
-0.286 -0.593 2.276
0.193 -0.549 -0.248
0.190 -0.011 -0.061
0.371 0.410 -0.177
-0.192 -0.046 -0.010
-0.111 0.250 -0.109


Entry 5:
C7H10O | the ωB97M-V functional and the def2-TZVPD basis

Output
E_LUMO = 0.3635 eV
structure (SMILES) = C1=C\CCOC\C=C/1
calculated total energy = -347.65079 a.u.
orbital gap = 8.796 eV
largest force on an atom = 5.43 eV/Å
highest occupied orbital energy = -8.43 eV

Each line ends with the natural charge from an NBO analysis.
CARTESIAN COORDINATES (ANGSTROEM)
C: 0.28424 -1.01590 0.21647  -0.096
C: 1.68829 -1.20373 -0.01008  -0.476
C: 1.92844 0.26689 0.08783  -0.140
C: 0.94777 1.33120 -0.19613  -0.288
C: -0.58248 1.75281 -0.02029  -0.279
C: -1.65152 0.78915 -0.05007  -0.209
C: -1.84958 -0.80125 -0.09084  -0.113
H: 0.23323 -0.45556 1.30671  0.152
H: 0.11893 -0.16243 -0.41099  0.196
H: 1.88123 -1.22361 -1.22029  0.223
H: 2.23557 -2.30166 0.34746  0.262
H: 2.93762 0.41649 -0.09095  0.202
H: 1.48539 2.27680 -0.23171  0.205
H: -0.85908 2.87049 0.26625  0.248
H: -2.75442 1.25867 0.35928  0.222
H: -2.54027 -1.12577 0.71318  0.190
H: -2.61674 -0.97038 -0.82806  0.203
O: -0.88664 -1.70220 -0.14775  -0.502

Forces on atoms 1 to 6 (eV/Å):
-3.069 2.028 2.450
1.134 -3.809 -3.707
-2.123 2.894 -1.078
2.392 0.349 2.214
-1.406 -3.218 0.225
-0.709 2.617 2.402


calculated total energy of number 5 (C7H10O)?
-347.65079 a.u.


Which of these has the lowest calculated total energy?
C36H26F9HgN4PS4


The highest largest force on an atom belongs to which entry?
C7H10O


What is the calculated total energy in the fifth record?
-347.65079 a.u.